{
  "formula": "C5H4NO4S2",
  "method": "wB97M-V/def2-TZVPD",
  "species": ["C", "C", "C", "C", "C", "N", "O", "O", "O", "O", "S", "S", "H", "H", "H", "H"],
  "xyz": [[-1.61398, -0.44517, -3.05876], [-0.37613, 0.01061, -1.24186], [-1.97115, 0.63557, -0.63804], [1.64750, 0.39630, 2.19866], [0.52780, 0.06719, 1.33965], [-0.47977, -0.37660, -2.54066], [2.02170, -0.41124, 3.03530], [2.23206, 1.58703, 1.97898], [1.67212, 1.65340, -0.35051], [-2.28062, 0.98099, 0.46130], [-2.96817, 0.23141, -2.04690], [1.09455, 0.17243, -0.43069], [-1.74570, -0.48986, -4.09092], [-0.28935, 0.82694, 1.26448], [0.09862, -0.99380, 1.24749], [2.12681, 1.73416, 0.75662]],
  "forces_ev_per_a": [[-1.66, 1.46, 1.41], [-3.42, 1.58, 1.29], [4.01, -2.38, -1.97], [2.47, 1.21, 1.44], [-2.84, -1.15, -3.70], [2.37, -0.17, 1.61], [-0.11, 0.27, 0.10], [-0.66, -1.79, -0.26], [-0.14, -0.51, -0.89], [-0.38, 0.47, 0.00], [-0.30, -0.16, -0.32], [0.54, 0.69, 0.04], [-0.50, -0.47, -1.51], [0.61, -0.68, 0.74], [0.70, 1.53, 1.22], [-0.68, 0.10, 0.81]],
  "gap_ev": 7.51,
  "charge": -1
}

***

{
  "formula": "C29H25ClLaP",
  "method": "wB97M-V/def2-TZVPD",
  "species": ["C", "C", "C", "H", "C", "C", "H", "H", "H", "H", "La", "Cl", "P", "C", "C", "H", "C", "H", "C", "H", "C", "H", "C", "H", "C", "C", "H", "C", "H", "C", "H", "C", "H", "C", "H", "C", "C", "H", "C", "H", "C", "H", "C", "H", "C", "H", "C", "C", "C", "C", "C", "C", "H", "H", "H", "H", "H"],
  "xyz": [[3.90899, 0.14282, 0.97261], [2.93299, 0.80285, 0.17820], [2.38842, 1.86573, 0.92671], [2.77601, 0.63668, -0.88475], [3.05609, 1.92949, 2.17626], [4.02825, 0.87049, 2.20309], [4.66920, 0.60263, 3.04082], [4.59220, -0.63427, 0.63680], [1.72563, 2.63136, 0.53129], [2.89094, 2.66190, 2.96869], [1.87158, -0.38859, 2.87414], [-0.37382, 0.47066, 3.65782], [-1.05488, 0.76311, -1.01572], [-1.34840, 2.52086, -0.76210], [-1.49199, 3.41296, -1.83857], [-1.41394, 3.04150, -2.86041], [-1.76121, 4.75995, -1.59795], [-1.92953, 5.44019, -2.43524], [-1.84919, 5.23629, -0.28643], [-2.08762, 6.27790, -0.09665], [-1.63544, 4.36596, 0.78655], [-1.70546, 4.74036, 1.81127], [-1.35962, 3.01777, 0.56055], [-1.16171, 2.31838, 1.38039], [-0.38540, 0.39106, -2.64225], [0.72598, 1.12119, -3.11509], [1.12249, 1.94864, -2.52948], [1.32106, 0.76874, -4.32460], [2.14512, 1.36865, -4.72370], [0.84834, -0.33127, -5.05472], [1.28362, -0.56629, -6.02613], [-0.19904, -1.10401, -4.53947], [-0.55875, -1.96134, -5.10822], [-0.79900, -0.76380, -3.33290], [-1.58294, -1.39075, -2.91310], [-2.52011, -0.20033, -0.60307], [-3.80035, 0.32213, -0.85858], [-3.90494, 1.32192, -1.28285], [-4.92799, -0.44807, -0.57320], [-5.92600, -0.06690, -0.80992], [-4.76856, -1.71644, 0.00311], [-5.64275, -2.32563, 0.21395], [-3.49808, -2.21881, 0.32049], [-3.39026, -3.21161, 0.78100], [-2.36067, -1.45354, 0.03374], [-1.35100, -1.79833, 0.28508], [2.25449, -5.08908, 3.67438], [3.25113, -4.53135, 2.87729], [3.00524, -3.34032, 2.16232], [1.76729, -2.73610, 2.28918], [0.74838, -3.28321, 3.05460], [1.00845, -4.48135, 3.75457], [2.45827, -6.00876, 4.23268], [4.22812, -5.01025, 2.82290], [3.79079, -2.92797, 1.52036], [-0.24352, -2.83156, 3.10734], [0.23308, -4.93227, 4.37688]],
  "forces_ev_per_a": [[0.34, 0.88, 0.15], [0.44, -0.37, 0.44], [0.33, 0.27, 0.31], [-0.30, -0.25, 0.36], [0.75, -0.21, -0.13], [-0.19, 0.41, -0.63], [0.12, 0.19, -0.16], [-0.33, 0.06, 0.13], [-0.14, -0.35, 0.24], [0.03, -0.20, -0.30], [0.22, -0.39, -1.00], [-1.50, 0.64, 0.53], [1.92, -0.66, 1.92], [-0.18, 0.66, -0.50], [-0.25, 0.06, 0.37], [-0.11, 0.09, 0.22], [0.05, 0.09, 0.13], [0.12, -0.19, 0.23], [0.04, -0.41, -0.11], [0.06, -0.10, -0.04], [-0.05, -0.07, 0.04], [0.11, -0.13, -0.34], [-0.15, -0.22, -0.50], [-0.16, 0.33, -0.19], [-0.11, -0.22, -0.44], [-0.35, -0.36, -0.19], [-0.15, -0.04, -0.15], [-0.12, -0.11, -0.17], [-0.26, -0.25, 0.21], [-0.18, 0.21, 0.26], [-0.07, -0.01, 0.30], [0.33, 0.16, -0.26], [0.10, 0.14, 0.21], [0.13, 0.47, 0.01], [0.01, 0.19, -0.16], [-0.63, 0.11, -0.21], [-0.02, -0.60, 0.09], [0.04, -0.30, 0.02], [0.17, -0.17, 0.18], [0.35, -0.16, 0.16], [0.24, 0.08, -0.06], [0.08, 0.10, -0.02], [0.10, 0.19, -0.13], [-0.10, 0.56, -0.20], [-0.40, 0.41, -0.37], [-0.42, 0.07, -0.13], [0.18, -0.11, 0.01], [0.25, 0.36, -0.33], [0.34, -1.42, 0.83], [-0.40, 1.37, -1.33], [0.53, -1.52, 0.74], [-0.63, 0.31, 0.01], [-0.11, 0.36, -0.20], [-0.17, 0.01, -0.02], [-0.23, -0.05, 0.23], [0.17, 0.03, 0.12], [0.15, 0.06, -0.17]],
  "gap_ev": 6.54
}

***

{
  "formula": "C4H9N2O2",
  "method": "wB97M-V/def2-TZVPD",
  "species": ["N", "C", "O", "C", "C", "N", "C", "O", "H", "H", "H", "H", "H", "H", "H", "H", "H"],
  "xyz": [[-2.17199, -0.93802, 1.33067], [-1.22826, -0.02004, 1.05486], [-0.81567, 0.77758, 1.87572], [-0.75958, 0.06975, -0.39419], [0.63228, 0.70801, -0.43273], [1.39976, 0.15772, -1.64096], [1.44933, 0.20604, 0.76671], [1.89255, -0.90334, 0.66299], [-2.53389, -0.93654, 2.27421], [-2.48132, -1.66261, 0.69796], [-1.47533, 0.74796, -0.82970], [-0.77921, -0.93961, -0.80015], [0.63048, 1.78989, -0.54481], [2.38985, 0.24829, -1.44782], [1.08827, 0.66039, -2.46631], [1.19768, -0.83761, -1.73036], [1.56503, 0.87214, 1.62391]],
  "forces_ev_per_a": [[0.01, -0.11, 0.04], [-0.46, 0.10, 0.16], [0.24, -0.01, -0.06], [0.02, 0.18, 0.88], [0.36, -0.48, -0.04], [-1.00, 0.22, 0.66], [-0.21, 0.32, -0.10], [0.35, -0.23, 0.21], [0.00, -0.09, -0.10], [0.12, 0.28, 0.09], [-0.37, -0.13, -0.70], [0.03, 0.12, -0.49], [-0.13, -0.02, 0.17], [0.43, 0.11, -0.40], [0.33, -0.07, -0.37], [0.13, -0.09, -0.07], [0.15, -0.10, 0.11]],
  "smiles": "NC(=O)C[C@H]([NH3+])C=O",
  "gap_ev": 10.32,
  "charge": 1
}

***

Record-wise HOMO level values, in eV: -4.60 -7.10 -14.07